1.
Here is an isolated ion of composition C5H12N2 and charge +1 at a distorted geometry from the Open Molecules 2025 dataset. Energies are from ωB97M-V with the def2-TZVPD basis set.

Structure (XYZ):
```
19
Properties=species:S:1:pos:R:3:lowdin_charge:R:1
C -1.4284 -1.2617 -0.0664 -0.1049
C -0.8933 -0.5485 -1.3598 -0.1787
C -0.4946 0.9745 -0.9494 -0.1706
C -0.0497 1.4364 0.5407 -0.1143
N 1.3895 0.9788 0.7166 0.1409
C 1.6130 -0.2365 1.2506 -0.1873
N 2.7735 -0.7603 1.1211 0.2784
H -1.7467 -2.1969 -0.2597 0.0337
H -0.8159 -1.4612 0.7601 0.0275
H -2.2821 -0.7051 0.3277 0.0914
H -1.5970 -0.6827 -2.1753 0.1041
H 0.0915 -1.0439 -1.6651 0.1116
H -1.4202 1.6688 -1.1332 0.1394
H 0.3308 1.2604 -1.6834 0.1094
H -0.1103 2.5748 0.6352 0.1480
H -0.8895 1.0251 1.1495 0.1250
H 2.1236 1.3976 0.1454 0.1781
H 0.8195 -0.6622 1.7801 0.1301
H 2.5864 -1.7575 0.8653 0.1384
```

Computed properties:
* energy above the lowest of the compared OMol25 structures with the same formula, charge and spin: 70.92 kcal/mol
* <S²>: 0.773
* LUMO (alpha / beta): -4.22 / -7.83 eV
* total charge: +1
* 2S+1: 2



2.
Here is C17H17AuN as an isolated structure at a distorted geometry from the Open Molecules 2025 dataset. Energies are from ωB97M-V with the def2-TZVPD basis set.

Structure (XYZ):
```
36
Properties=species:S:1:pos:R:3:lowdin_charge:R:1
C -0.8400 1.1305 -2.1054 -0.1897
C 0.5408 0.8738 -2.3453 -0.2148
C 1.3200 1.5883 -1.3822 -0.2220
C 0.4139 2.3567 -0.5591 -0.2810
C -0.9417 2.0399 -0.9998 -0.2134
Au 0.1341 0.2814 0.3297 1.0499
N -1.0435 -1.3916 0.7969 -0.2051
C -0.3855 -2.4283 0.0452 -0.4633
C 0.7158 -1.6207 -0.6091 -0.2235
H 2.4072 1.6487 -1.3376 0.0798
H 0.9375 0.2439 -3.1433 0.0835
H 0.6960 3.1080 0.1727 0.0790
H -1.8637 2.4695 -0.5969 0.0835
H -1.6797 0.7277 -2.6799 0.0797
H 0.6531 -1.5973 -1.7019 0.0181
H -0.9885 -3.0524 -0.6376 0.0841
H -2.0479 -1.3571 0.6076 0.0177
H 1.6937 -1.8353 -0.1708 0.0207
H 0.0637 -3.0574 0.8244 0.0613
C -0.1892 -1.5076 5.6422 -0.1153
C 0.2352 -2.0089 4.3958 -0.0927
C 0.2621 -1.1735 3.2869 -0.0562
C -0.1859 0.1624 3.3424 -0.1879
C -0.2937 1.0311 2.2279 -0.1883
C -0.7529 2.3260 2.3587 -0.1393
C -1.0437 2.8506 3.6440 -0.1036
C -0.9991 2.0224 4.7478 -0.0800
C -0.5963 0.6706 4.6379 -0.1842
C -0.5937 -0.1932 5.7582 -0.0703
H -0.1858 -2.1613 6.5055 0.0847
H 0.5397 -3.0463 4.2879 0.0899
H 0.5939 -1.5690 2.3302 0.0644
H -0.8762 2.9645 1.4981 0.0535
H -1.3045 3.9044 3.7386 0.0882
H -1.2672 2.4013 5.7441 0.0983
H -0.9191 0.2079 6.7129 0.0946
```

Computed properties:
* <S²>: 2.016
* LUMO (alpha / beta): 3.40 / 2.96 eV
* total charge: -1
* 2S+1: 3



3.
Here is one molecule with the formula C4H6N2O at a distorted geometry from the Open Molecules 2025 dataset. Energies are from ωB97M-V with the def2-TZVPD basis set.

Structure (XYZ):
```
13
Properties=species:S:1:pos:R:3:lowdin_charge:R:1
N 0.5628 1.2527 -1.8051 0.0554
C 0.0815 0.4826 -0.7337 -0.3729
C -1.2371 0.2943 -0.4385 -0.1414
N -1.3588 -0.5435 0.6701 0.0524
C 0.1336 -0.9129 1.0710 -0.2490
O 0.5947 -1.4436 2.2677 0.0109
C 0.9226 -0.2877 0.1622 -0.0206
H -0.1275 1.9439 -2.0710 0.0764
H 1.4114 1.7278 -1.5318 0.0759
H -2.0894 0.7069 -1.0131 0.1222
H -2.3603 -0.7313 0.9057 0.1424
H 1.5298 -1.7491 2.3165 0.1235
H 1.9366 -0.7399 0.2000 0.1247
```

Computed properties:
* energy above the lowest of the compared OMol25 structures with the same formula, charge and spin: 65.69 kcal/mol
* SMILES: Nc1c[nH]c(O)c1
* LUMO: 0.75 eV
* total charge: 0
* 2S+1: 1



4.
Here is a 2-piece molecular cluster, C3H6FNO overall at a distorted geometry from the Open Molecules 2025 dataset. Energies are from ωB97M-V with the def2-TZVPD basis set.

Structure (XYZ):
```
12
Properties=species:S:1:pos:R:3:lowdin_charge:R:1
C -1.8603 0.6422 -0.1470 -0.1923
C -1.0762 -0.3237 0.5968 -0.0895
C 1.2825 -0.1556 0.4248 -0.2627
N 1.8198 -0.6290 -0.7809 0.0470
O -1.5885 -0.6161 -0.6649 -0.0666
F 1.1676 1.1673 0.6703 -0.0476
H -2.8800 1.0152 0.0478 0.1166
H -1.3152 1.4564 -0.4943 0.0746
H -1.3510 -1.0930 1.3644 0.1091
H 1.6184 -0.5287 1.3721 0.1002
H 1.3266 -0.4895 -1.6839 0.1020
H 2.8563 -0.4455 -0.7052 0.1092
```

Computed properties:
* energy above the lowest of the compared OMol25 structures with the same formula, charge and spin: 125.42 kcal/mol
* LUMO (alpha / beta): 0.99 / 0.99 eV
* total charge: 0
* 2S+1: 1



5.
Here is one molecule with the formula C5H11NO from the Open Molecules 2025 dataset. Energies are from ωB97M-V with the def2-TZVPD basis set.

Structure (XYZ):
```
18
Properties=species:S:1:pos:R:3:lowdin_charge:R:1
C -1.5686 -0.2407 -1.3720 -0.1064
C -1.3869 0.0667 0.1398 -0.1851
C 0.1300 0.2635 0.3922 -0.3844
C 0.7492 1.6394 0.7074 -0.0323
N 0.8529 -0.8463 1.0063 0.0612
C 1.6459 -1.5518 0.1516 -0.3389
O 1.6758 -1.3738 -1.0537 0.0025
H -1.1062 0.5281 -2.0108 0.0829
H -1.0857 -1.1831 -1.6685 0.0763
H -2.6242 -0.2912 -1.6446 0.0643
H -1.9548 0.9695 0.3896 0.0981
H -1.7936 -0.7657 0.7274 0.1030
H 0.4246 0.1082 -0.6265 0.0683
H 0.0349 2.4560 0.5660 0.0727
H 1.2153 1.7529 1.6941 0.0702
H 1.5507 1.7752 -0.0293 0.0798
H 0.9658 -0.9887 2.0032 0.1387
H 2.2748 -2.3182 0.6278 0.1290
```

Computed properties:
* energy above the lowest of the compared OMol25 structures with the same formula, charge and spin: 24.61 kcal/mol
* SMILES: CC[C@@H](C)NC=O
* LUMO: 0.94 eV
* total charge: 0
* 2S+1: 1



6.
Here is C10H19N2O6S2 as an isolated structure at a distorted geometry from the Open Molecules 2025 dataset. Energies are from ωB97M-V with the def2-TZVPD basis set.

Structure (XYZ):
```
39
Properties=species:S:1:pos:R:3:lowdin_charge:R:1
C -4.5737 4.8627 -0.7351 -0.1093
C -5.4956 3.7110 -1.1801 -0.2604
C -5.1465 2.4591 -0.3537 -0.1782
C -4.2512 1.5626 -1.2221 -0.2513
O -3.2941 0.8877 -0.3968 -0.2521
S -1.9450 0.5752 -1.2564 0.4577
O -1.2079 1.7956 -1.2649 -0.2967
O -2.3705 0.1263 -2.5420 -0.2985
N -1.3036 -0.5791 -0.3666 -0.3033
S -0.1573 -1.3725 -1.1554 0.5017
O 0.8331 -0.4969 -1.7307 -0.3465
O -0.5984 -2.3665 -2.0927 -0.3391
C 0.7136 -2.3312 0.0984 -0.2829
O 0.7269 -1.7227 1.3747 -0.1999
C 1.7669 -2.2866 2.1502 -0.1167
H -3.5722 4.4765 -0.5756 0.0748
H -4.5137 5.6293 -1.5035 0.0621
H -4.9677 5.2648 0.1938 0.0669
H -6.5417 3.9876 -1.0759 0.0923
H -5.3003 3.5569 -2.2390 0.0971
H -4.5557 2.7186 0.5173 0.1083
H -6.0588 1.9412 -0.0749 0.1010
H -4.8709 0.8679 -1.7797 0.1233
H -3.7093 2.2300 -1.8826 0.1000
H 0.2597 -3.3181 0.1729 0.1075
H 1.7267 -2.4080 -0.2876 0.1025
H 1.4595 -2.4004 3.1851 0.0817
H 2.6579 -1.6652 2.0437 0.0764
H 2.0321 -3.2860 1.8025 0.0805
N 5.7721 -1.3255 1.7160 0.0008
C 6.3484 -2.3769 2.3754 -0.1527
C 6.7732 -3.2783 1.4367 -0.1213
C 6.4420 -2.7474 0.1606 -0.1147
C 5.8275 -1.5417 0.3666 -0.1363
H 5.3673 -0.5194 2.1549 0.1417
H 6.4045 -2.3931 3.4502 0.0999
H 7.2657 -4.2143 1.6411 0.0842
H 6.6321 -3.1993 -0.7981 0.0877
H 5.4249 -0.8237 -0.3270 0.1115
```

Computed properties:
* LUMO: 2.67 eV
* total charge: -1
* 2S+1: 1



7.
Here is one molecule with the formula C3H4OP2 at a distorted geometry from the Open Molecules 2025 dataset. Energies are from ωB97M-V with the def2-TZVPD basis set.

Structure (XYZ):
```
10
Properties=species:S:1:pos:R:3:lowdin_charge:R:1
C 0.7225 0.6244 1.7832 -0.4641
P 1.5909 -0.7223 1.4582 0.7321
C 0.7752 -1.3606 -0.0193 -0.5007
C 0.0521 -0.5478 -0.8335 -0.4477
P -0.2922 1.2244 -0.5278 0.8954
O -1.8134 1.0671 -1.0246 -0.3485
H 0.7217 1.4029 2.5719 -0.0485
H 1.0270 -2.4861 -0.3400 0.0896
H -0.5537 -1.0185 -1.7540 0.1047
H -2.2301 1.8164 -1.3142 -0.0121
```

Computed properties:
* energy above the lowest of the compared OMol25 structures with the same formula, charge and spin: 55.03 kcal/mol
* SMILES: C#P=C/C=P/O
* LUMO (alpha / beta): -0.51 / -0.52 eV
* total charge: 0
* 2S+1: 1



8.
Here is C8H10OSe as an isolated structure at a distorted geometry from the Open Molecules 2025 dataset. Energies are from ωB97M-V with the def2-TZVPD basis set.

Structure (XYZ):
```
20
Properties=species:S:1:pos:R:3:lowdin_charge:R:1
C 2.6178 -1.2436 -0.0092 -0.0911
C 2.4134 -0.1016 0.7429 -0.1120
C 1.4837 -1.9267 -0.4791 -0.0989
C 1.1610 0.4885 0.8464 -0.0808
C 0.2209 -1.4601 -0.2102 -0.1411
C 0.1192 -0.2121 0.2861 -0.1447
C -1.2791 1.3470 -1.3084 -0.0996
C -1.6112 0.8004 0.0561 -0.7550
O -1.8079 1.6998 1.0157 -0.0963
Se -2.9889 -0.7203 0.2036 0.7185
H 3.6867 -1.6367 0.0731 0.1258
H 3.1790 0.3996 1.2152 0.0736
H 1.6350 -3.0275 -0.7715 0.1307
H 1.1043 1.5814 1.1357 0.1346
H -0.5252 -2.0874 -0.6881 0.0920
H -0.1926 1.5783 -1.4041 0.0976
H -1.4863 0.6376 -2.1196 0.0768
H -2.0450 2.1157 -1.5209 0.0909
H -1.6446 1.5112 2.0097 0.1733
H -4.0401 0.2563 0.9265 -0.0943
```

Computed properties:
* energy above the lowest of the compared OMol25 structures with the same formula, charge and spin: 56.89 kcal/mol
* LUMO: 0.56 eV
* total charge: 0
* 2S+1: 1



Number 1: electronic energy -8349.4931 eV. Number 2: electronic energy -23082.4469 eV. Number 3: electronic energy -9270.6533 eV. Number 4: electronic energy -9458.3567 eV. Number 5: electronic energy -8900.6301 eV. Number 6: electronic energy -47613.2567 eV. Number 7: electronic energy -23796.8821 eV. Number 8: electronic energy -75848.4720 eV.